# 1
{"formula": "C33H23F12N5O2STi", "method": "the ωB97M-V functional and the def2-TZVPD basis", "species": ["Ti", "N", "C", "S", "N", "N", "C", "C", "C", "C", "C", "C", "C", "C", "C", "C", "C", "C", "N", "H", "H", "H", "H", "H", "H", "H", "H", "H", "H", "H", "C", "C", "C", "C", "C", "N", "C", "C", "C", "C", "C", "C", "C", "C", "O", "C", "F", "F", "F", "C", "F", "F", "F", "C", "C", "C", "O", "C", "F", "F", "F", "C", "F", "F", "F", "H", "H", "H", "H", "H", "H", "H", "H", "H", "H", "H", "H"], "xyz": [[0.54489, -0.04017, -0.23245], [4.19781, -2.38466, -0.59202], [2.99616, -1.73599, -0.88853], [1.50341, -2.53561, -0.41463], [3.08387, -0.59057, -1.47799], [1.80034, -0.04782, -1.73950], [1.29366, -0.29506, -3.00165], [2.15974, -0.61028, -4.15859], [1.85970, -1.63582, -5.06204], [2.69475, -1.92934, -6.13566], [3.86914, -1.21832, -6.33335], [4.19858, -0.21331, -5.42971], [3.36203, 0.08439, -4.36404], [-0.08790, -0.44579, -3.04703], [-0.83505, -0.51140, -4.27134], [-2.12028, -0.92549, -4.27337], [-2.72526, -1.29045, -3.03972], [-2.00883, -1.09684, -1.88996], [-0.75252, -0.62720, -1.82043], [4.10193, -2.97888, 0.21304], [4.96905, -1.73820, -0.52018], [0.97362, -2.23301, -4.89377], [2.43414, -2.73823, -6.81049], [4.52595, -1.45446, -7.16325], [5.12083, 0.34443, -5.55735], [3.63109, 0.85612, -3.65671], [-0.34572, -0.22445, -5.19192], [-2.68033, -0.97250, -5.20203], [-3.73879, -1.66588, -2.98248], [-2.48321, -1.31598, -0.94720], [0.74421, -0.65000, 7.06530], [0.37302, -0.57564, 5.60270], [-0.93176, -0.72574, 5.16435], [-1.26549, -0.61202, 3.82677], [-0.31371, -0.35753, 2.80844], [-0.64988, -0.18046, 1.48396], [-1.99043, -0.01178, 1.11970], [-2.96838, -0.97681, 1.40446], [-4.30380, -0.79078, 1.10000], [-4.72521, 0.36823, 0.47040], [-6.18462, 0.63180, 0.19318], [-3.75580, 1.29970, 0.11906], [-2.40412, 1.12684, 0.39447], [-1.36799, 2.19268, -0.05033], [-0.10868, 1.72781, -0.32331], [-1.27842, 3.25955, 1.09766], [-1.14472, 2.67011, 2.28931], [-0.23894, 4.07919, 0.93004], [-2.38950, 4.03544, 1.18561], [-1.80043, 2.92262, -1.38369], [-2.04490, 2.02771, -2.34176], [-0.82608, 3.73138, -1.81116], [-2.90893, 3.70518, -1.29913], [1.02880, -0.17977, 3.27172], [1.31579, -0.28119, 4.62948], [2.15002, 0.29268, 2.31802], [1.90539, 0.02728, 1.01274], [2.39002, 1.86818, 2.49766], [1.38398, 2.44878, 3.17098], [3.52258, 2.16159, 3.19305], [2.49540, 2.48632, 1.32993], [3.51374, -0.47046, 2.58117], [4.41746, -0.11884, 1.65642], [3.31485, -1.78839, 2.48176], [4.12662, -0.27560, 3.77534], [-0.01915, -1.19069, 7.63072], [0.83976, 0.34618, 7.51282], [1.69840, -1.16574, 7.21358], [-1.72036, -0.92838, 5.88685], [-2.30812, -0.69102, 3.56564], [-2.63531, -1.90813, 1.84593], [-5.02311, -1.57016, 1.33791], [-6.75257, -0.30053, 0.15096], [-6.32051, 1.15417, -0.75764], [-6.62635, 1.25430, 0.97623], [-4.07779, 2.18773, -0.40566], [2.32220, -0.08502, 4.96269]], "forces_ev_per_a": [[0.71, -0.61, 0.09], [-0.11, -0.13, -0.15], [-0.12, 0.07, 0.04], [0.11, -0.13, -0.15], [-0.20, -0.11, -0.32], [0.37, -0.64, -0.48], [0.07, -0.03, -0.13], [0.12, 0.39, 0.15], [0.08, -0.08, -0.07], [-0.13, 0.00, 0.11], [0.01, 0.03, 0.05], [-0.03, 0.06, 0.09], [0.02, -0.02, -0.06], [0.08, -0.31, 0.11], [0.13, 0.16, 0.03], [-0.28, -0.12, 0.15], [-0.11, -0.06, -0.15], [0.03, 0.07, 0.02], [-0.22, -0.05, -1.04], [0.01, -0.02, 0.13], [0.00, 0.07, 0.00], [-0.01, -0.02, -0.02], [-0.02, 0.01, 0.03], [-0.01, 0.01, 0.01], [-0.02, 0.00, 0.02], [0.03, 0.02, 0.02], [0.03, 0.03, 0.02], [0.00, 0.00, 0.02], [0.02, 0.02, -0.01], [-0.02, -0.01, 0.13], [0.01, 0.00, -0.09], [-0.01, -0.01, 0.14], [-0.09, -0.02, -0.04], [0.06, 0.03, 0.07], [0.05, 0.19, -0.20], [-0.58, -0.17, 0.48], [0.04, 0.03, 0.42], [0.07, -0.06, -0.05], [0.03, -0.17, 0.01], [-0.09, 0.15, -0.03], [0.07, -0.01, -0.08], [-0.04, -0.05, -0.15], [0.10, 0.22, -0.07], [0.09, 0.23, -0.01], [-1.06, 0.90, 0.00], [-0.01, -0.33, -0.17], [0.01, 0.01, -0.01], [0.00, 0.15, 0.01], [0.04, -0.01, 0.02], [0.06, -0.24, 0.34], [0.02, 0.02, -0.05], [0.05, 0.04, -0.03], [-0.04, 0.07, -0.04], [0.16, 0.09, -0.03], [-0.01, 0.02, -0.23], [0.06, -0.24, -0.08], [0.69, 0.66, 1.20], [-0.08, -0.36, 0.04], [0.09, 0.04, -0.01], [-0.07, -0.05, 0.04], [0.05, -0.01, -0.08], [-0.34, 0.18, -0.07], [0.06, 0.04, -0.03], [0.01, -0.02, 0.00], [-0.07, 0.02, 0.13], [0.03, 0.01, -0.01], [0.00, -0.04, -0.02], [-0.07, 0.04, -0.02], [0.01, 0.02, -0.05], [0.01, 0.00, 0.01], [-0.03, 0.04, 0.04], [0.02, 0.02, 0.00], [0.02, 0.02, 0.00], [0.02, -0.04, 0.06], [-0.02, 0.00, 0.00], [-0.03, -0.02, 0.02], [0.18, 0.00, -0.01]], "mulliken_charge": [-0.8809, -0.4923, 0.3023, -0.6448, -0.9687, 1.3432, -0.2023, -0.0478, -0.3223, -0.7361, -0.3627, -0.5971, -0.2758, 0.5518, -1.1664, -0.6351, -1.0589, -0.0596, 0.8734, 0.3489, 0.2759, 0.5040, 0.3511, 0.3520, 0.3349, 0.3483, 0.6500, 0.3773, 0.4695, 0.4184, -1.6164, 0.2853, -1.4386, -1.2271, 1.0601, 0.9991, 0.0472, 0.0183, -1.1654, 0.5832, -1.7180, -1.0119, -0.5368, 1.9673, -0.6183, 0.5877, -0.2122, -0.2708, -0.3208, 0.2316, -0.1626, -0.2790, -0.2954, -0.9669, -0.5211, 1.3098, -0.1177, 0.8564, -0.2991, -0.3437, -0.2555, 0.5627, -0.2829, -0.2766, -0.3093, 0.3888, 0.2730, 0.3496, 0.3204, 0.3244, 0.6100, 0.2530, 0.3809, 0.3810, 0.2940, 0.5967, 0.5154], "lumo_ev": [4.40, 4.40], "charge": -2}

---

# 2
{"formula": "C33H23N2O5", "method": "the ωB97M-V functional and the def2-TZVPD basis", "species": ["O", "C", "C", "C", "C", "N", "C", "N", "H", "H", "H", "H", "H", "H", "H", "C", "C", "C", "C", "C", "C", "C", "O", "C", "C", "C", "C", "C", "C", "C", "O", "H", "H", "H", "H", "H", "H", "H", "H", "C", "C", "C", "C", "C", "C", "C", "O", "C", "C", "C", "C", "C", "C", "C", "O", "H", "H", "H", "H", "H", "H", "H", "H"], "xyz": [[0.40347, -2.87501, -1.34665], [0.70722, -2.31116, -2.42855], [-0.29765, -2.31072, -3.71478], [-1.75067, -1.87863, -3.15834], [-2.78230, -2.70363, -2.34664], [-3.88398, -1.79681, -2.08071], [-3.65592, -0.50198, -2.68038], [-2.37748, -0.58037, -3.32650], [1.76334, -1.83543, -2.47581], [0.11292, -1.53923, -4.45354], [-0.27777, -3.38106, -4.11328], [-2.64184, -3.79637, -2.05185], [-4.69747, -2.10574, -1.51906], [-4.34100, 0.40526, -2.65810], [-1.87761, 0.17034, -3.83750], [-3.34401, 9.22582, -1.83368], [-4.58665, 8.59631, -1.86641], [-4.66844, 7.21091, -1.77663], [-3.50474, 6.44888, -1.66573], [-2.25869, 7.07811, -1.65754], [-2.18132, 8.46971, -1.73020], [-1.01480, 6.27897, -1.59023], [0.07318, 6.82564, -1.57936], [-1.11282, 4.80157, -1.54505], [0.05225, 4.03156, -1.53938], [-0.03066, 2.64402, -1.48373], [-1.27630, 2.02181, -1.42408], [-2.43779, 2.78573, -1.43509], [-2.35804, 4.17685, -1.50551], [-3.60243, 4.97765, -1.55280], [-4.69174, 4.42973, -1.50514], [-3.28177, 10.30760, -1.89460], [-5.49250, 9.18659, -1.95986], [-5.63984, 6.72683, -1.79745], [-1.21611, 8.96588, -1.71073], [1.02558, 4.51066, -1.58239], [0.87605, 2.04688, -1.48466], [-1.34122, 0.93905, -1.37287], [-3.40562, 2.29516, -1.39296], [0.79966, -1.85523, 2.69160], [1.69138, -1.62679, 1.64588], [2.81542, -2.43206, 1.50069], [3.05806, -3.46247, 2.40924], [2.17846, -3.67579, 3.47026], [1.04158, -2.87689, 3.60340], [2.45054, -4.73427, 4.46988], [1.68002, -4.92324, 5.39504], [3.67615, -5.55214, 4.33230], [3.97582, -6.51457, 5.29787], [5.11890, -7.29709, 5.16965], [5.96139, -7.12804, 4.07287], [5.66941, -6.16654, 3.11159], [4.53084, -5.36984, 3.24470], [4.24816, -4.32566, 2.23540], [4.98685, -4.17330, 1.27677], [-0.08263, -1.23193, 2.79914], [1.50853, -0.82100, 0.94182], [3.50396, -2.25245, 0.68078], [0.34612, -3.04664, 4.41941], [3.32228, -6.65400, 6.15345], [5.35266, -8.04126, 5.92438], [6.84922, -7.74382, 3.96975], [6.33236, -6.03639, 2.26191]], "forces_ev_per_a": [[0.64, 2.09, -4.20], [-0.43, -1.75, 3.07], [-0.20, 1.01, 1.66], [-3.53, -1.50, 1.71], [2.45, 3.87, -2.46], [2.90, 1.13, -2.07], [2.20, -3.00, -0.02], [-1.49, -2.41, 1.78], [-1.61, -0.52, -0.48], [-0.83, -1.28, 0.81], [-0.29, 1.63, 0.37], [-0.68, 1.98, -0.20], [0.62, 0.73, -0.65], [1.12, -1.56, 0.01], [-0.94, -0.40, 0.63], [0.09, -0.19, 0.01], [0.09, -0.20, 0.02], [-0.09, 0.22, -0.02], [-0.06, 0.27, -0.04], [-0.21, 0.24, -0.02], [-0.12, 0.16, -0.03], [0.80, 0.83, 0.01], [-0.30, -0.33, -0.01], [0.09, -0.59, 0.01], [0.07, -0.28, 0.00], [-0.04, 0.21, -0.03], [-0.12, 0.22, -0.07], [0.25, -0.26, -0.08], [0.28, -0.30, 0.01], [-1.07, -0.10, 0.03], [0.38, -0.04, -0.05], [0.01, -0.13, 0.01], [0.10, -0.08, 0.02], [0.21, -0.06, 0.04], [-0.07, -0.22, 0.00], [-0.22, 0.09, 0.03], [-0.07, 0.10, 0.04], [0.05, 0.09, 0.13], [0.01, 0.29, 0.06], [0.11, -0.16, 0.05], [0.14, -0.22, 0.09], [-0.21, 0.22, -0.06], [-0.30, 0.30, -0.02], [-0.18, 0.34, -0.24], [-0.10, 0.19, -0.13], [-0.56, -0.25, 0.83], [0.18, 0.09, -0.30], [0.29, -0.25, 0.08], [0.17, -0.17, 0.05], [-0.15, 0.16, -0.08], [-0.12, 0.16, -0.08], [0.11, -0.17, 0.12], [0.16, -0.27, 0.17], [0.71, 0.03, -0.74], [-0.27, 0.00, 0.24], [0.10, -0.06, 0.02], [0.03, -0.08, 0.07], [0.01, -0.18, 0.18], [0.22, -0.10, -0.04], [-0.01, 0.13, -0.20], [-0.04, 0.09, -0.08], [-0.10, 0.08, 0.00], [-0.19, 0.11, 0.08]], "mulliken_charge": [-0.4341, 0.0912, -0.5230, 0.1950, -0.3212, -0.0650, -0.2431, -0.0144, 0.3574, 0.3004, 0.3030, 0.3737, 0.2698, 0.4186, 0.3137, -0.4717, -0.4892, -0.5356, 0.2638, 0.1638, -0.5634, 0.6520, -0.6447, 0.1453, -0.5941, -0.7265, -0.3007, -0.8209, 0.0936, 0.5631, -0.6747, 0.4015, 0.3993, 0.4532, 0.4699, 0.4847, 0.4261, 0.8409, 0.4490, -0.6227, -0.3635, -0.6748, 0.2371, 0.1529, -0.5618, 0.5944, -0.6601, 0.2028, -0.5669, -0.4647, -0.4710, -0.5540, 0.2155, 0.5719, -0.6729, 0.3992, 0.5608, 0.4764, 0.4780, 0.4614, 0.3998, 0.3977, 0.4579], "lumo_ev": -3.88, "charge": 1}

---

# 3
{"formula": "C33H24Cl2F12N4O3SW", "method": "the ωB97M-V functional and the def2-TZVPD basis", "species": ["W", "C", "C", "C", "C", "C", "N", "C", "C", "C", "C", "C", "C", "C", "C", "O", "C", "F", "F", "F", "C", "F", "F", "F", "C", "C", "C", "O", "C", "F", "F", "F", "C", "F", "F", "F", "H", "H", "H", "H", "H", "H", "H", "H", "H", "H", "H", "H", "Cl", "C", "C", "C", "Cl", "C", "C", "C", "C", "N", "C", "C", "O", "H", "H", "H", "H", "C", "N", "C", "C", "N", "C", "S", "H", "H", "H", "H", "H", "H", "H", "H"], "xyz": [[-0.09033, 0.57025, 0.75504], [5.68053, -1.42172, 2.43007], [4.41644, -1.15669, 1.67150], [3.56080, -2.19370, 1.30121], [2.41832, -1.92937, 0.57790], [2.11312, -0.61986, 0.20236], [0.91732, -0.36501, -0.55171], [0.68578, -0.91736, -1.82472], [1.67635, -1.67948, -2.43792], [1.44717, -2.29593, -3.65280], [0.22312, -2.17189, -4.29730], [-0.05224, -2.84099, -5.61002], [-0.74855, -1.36622, -3.70207], [-0.54814, -0.73473, -2.48416], [-1.53139, 0.33093, -2.01237], [-1.19028, 0.86722, -0.77015], [-3.03414, -0.11102, -1.87799], [-3.25202, -0.63371, -0.66213], [-3.85067, 0.94234, -1.98303], [-3.40149, -1.01391, -2.77621], [-1.47996, 1.49875, -3.05911], [-1.92472, 2.64211, -2.52358], [-0.24192, 1.70598, -3.48248], [-2.24029, 1.20113, -4.11378], [2.92431, 0.45493, 0.62529], [4.07345, 0.15492, 1.33404], [2.46108, 1.90163, 0.38472], [1.09402, 2.03283, 0.74544], [2.63840, 2.31807, -1.12760], [3.28242, 1.35853, -1.79939], [1.43807, 2.47411, -1.68956], [3.31136, 3.44931, -1.27606], [3.16411, 2.92501, 1.31759], [3.01744, 2.54240, 2.58703], [4.46351, 3.03620, 1.05227], [2.59237, 4.11970, 1.18011], [5.73559, -2.45357, 2.76934], [5.76059, -0.76373, 3.29558], [6.54552, -1.22523, 1.79333], [3.80170, -3.21238, 1.57693], [1.76043, -2.73068, 0.26382], [2.64282, -1.78029, -1.96461], [2.23927, -2.87602, -4.10850], [0.82482, -3.36750, -5.97928], [-0.35421, -2.10881, -6.36001], [-0.86694, -3.56010, -5.51153], [-1.67352, -1.20888, -4.23790], [4.73326, 0.94207, 1.66695], [1.35442, 0.04685, 5.44826], [0.40227, -1.08459, 4.59783], [-0.04158, -2.26747, 5.23008], [-0.76253, -3.20560, 4.54580], [-1.25731, -4.64628, 5.33378], [-1.09211, -3.01505, 3.17138], [-1.73319, -3.94362, 2.33574], [-1.88773, -3.64699, 1.00168], [-1.46370, -2.41367, 0.50809], [-0.91697, -1.48025, 1.28055], [-0.68643, -1.80808, 2.58494], [0.07051, -0.86407, 3.28749], [0.46176, 0.18633, 2.54452], [0.21305, -2.42989, 6.26824], [-2.06842, -4.89053, 2.73782], [-2.33969, -4.35373, 0.32119], [-1.56980, -2.19136, -0.54077], [-4.91928, 2.13046, 0.83037], [-3.79894, 2.96322, 0.42806], [-3.98302, 4.11622, -0.47101], [-2.59673, 4.78940, -0.47082], [-1.78685, 3.80845, 0.26544], [-2.54337, 2.85630, 0.79261], [-1.92795, 1.68983, 1.93328], [-5.48949, 1.84864, -0.05259], [-5.56527, 2.68154, 1.51360], [-4.55057, 1.23453, 1.32207], [-4.76821, 4.76368, -0.08471], [-4.27482, 3.75534, -1.45686], [-2.59938, 5.74212, 0.05623], [-2.20653, 4.93648, -1.47363], [-0.83480, 3.96218, 0.55678]], "forces_ev_per_a": [[0.46, -0.38, -0.27], [-0.01, -0.01, -0.01], [0.00, 0.01, 0.00], [0.01, -0.02, 0.01], [-0.02, 0.01, -0.02], [0.02, 0.04, 0.09], [0.02, 0.08, -0.06], [-0.04, -0.07, -0.10], [0.04, 0.01, 0.06], [0.00, -0.01, -0.03], [-0.01, 0.02, 0.01], [0.00, 0.00, 0.00], [0.00, -0.01, 0.00], [-0.02, 0.07, 0.06], [0.07, 0.07, -0.01], [-0.35, -0.11, 0.10], [0.01, -0.01, 0.01], [0.03, -0.06, 0.07], [-0.01, 0.06, 0.00], [0.01, 0.00, -0.02], [-0.03, 0.04, 0.04], [0.00, 0.00, 0.00], [0.04, 0.02, -0.01], [0.00, 0.01, -0.01], [-0.03, 0.02, 0.00], [0.02, -0.01, 0.02], [0.06, -0.01, 0.02], [-0.04, -0.02, 0.02], [-0.01, 0.00, 0.01], [0.03, 0.00, -0.01], [-0.04, 0.02, -0.03], [0.01, -0.03, 0.00], [-0.06, 0.02, -0.01], [-0.01, 0.00, 0.03], [0.03, 0.02, -0.02], [0.00, -0.01, 0.00], [0.00, 0.00, 0.00], [0.00, 0.00, 0.00], [0.00, -0.01, 0.01], [0.00, 0.00, 0.00], [0.01, -0.01, 0.00], [0.00, 0.00, 0.00], [-0.01, 0.00, 0.00], [0.00, 0.00, 0.00], [0.00, 0.00, 0.00], [0.00, 0.00, 0.00], [0.01, -0.01, 0.00], [-0.02, -0.01, -0.01], [0.01, 0.00, 0.02], [-0.01, 0.05, -0.05], [0.00, -0.02, 0.05], [0.02, 0.02, -0.03], [-0.01, -0.02, 0.01], [0.01, 0.02, 0.01], [0.00, -0.01, -0.03], [-0.01, -0.04, 0.03], [0.00, 0.05, -0.02], [0.05, 0.01, 0.02], [-0.01, -0.01, 0.01], [-0.04, 0.00, 0.06], [-0.17, 0.12, -0.04], [0.00, 0.00, 0.00], [0.00, 0.00, 0.00], [0.00, 0.00, 0.00], [-0.01, 0.03, -0.03], [0.00, -0.01, 0.00], [-0.02, 0.00, 0.03], [0.01, 0.01, 0.01], [0.01, -0.03, -0.01], [-0.04, 0.03, 0.01], [0.06, -0.02, -0.02], [-0.04, 0.10, 0.08], [0.01, -0.01, -0.02], [0.00, 0.00, -0.01], [0.00, 0.01, 0.00], [0.00, 0.00, 0.00], [0.00, -0.01, -0.01], [0.01, 0.00, 0.00], [0.00, 0.00, -0.01], [0.02, -0.02, 0.00]], "mulliken_charge": [0.7087, -1.6512, 0.6455, -1.3055, -0.2395, -0.7655, 1.2772, 1.0680, -0.3955, -1.2740, 0.1652, -1.5264, -0.5732, -1.6480, 2.2189, 0.9224, 0.4456, -0.1741, -0.2509, -0.2574, 0.2500, -0.1247, -0.2341, -0.2640, -0.8496, -0.7618, 2.1073, -1.0023, 0.6006, -0.2619, -0.1902, -0.2942, 0.2737, -0.1708, -0.2432, -0.2600, 0.4231, 0.3879, 0.3401, 0.4428, 0.6388, 0.6174, 0.4183, 0.4015, 0.3629, 0.3441, 0.6822, 0.6508, -0.1644, 0.7429, -0.4701, 0.5918, -0.1929, -0.3284, -0.7377, -1.6200, 0.0246, -0.0513, 0.7437, -0.6863, -0.1610, 0.5066, 0.5088, 0.5435, 0.5716, -0.8888, 0.1486, -0.4861, -0.6212, 0.1012, 0.2055, -0.5378, 0.3333, 0.3556, 0.2716, 0.4661, 0.2606, 0.4319, 0.2724, 0.1912], "e_above_lowest_kj_mol": 0.00, "lumo_ev": -7.64, "charge": 2}

---

Number 1: maximum force 1.533 eV/Å. Number 2: maximum force 5.201 eV/Å. Number 3: maximum force 0.656 eV/Å.